1.
Here is an isolated molecule of C4H10Cl2NO2P at a distorted geometry from the Open Molecules 2025 dataset. Energies are from ωB97M-V/def2-TZVPD.

* E_LUMO: 0.38 eV
* 2S+1: 1
* gap between HOMO and LUMO: 8.29 eV
* energy relative to the best compared isomer or geometry (same formula, charge and spin): 2.443 eV

Last column: Löwdin charge in e.
Cartesian coordinates (Å):
C: 0.4389 2.0318 -1.0082  -0.1209
C: 1.5821 0.8228 0.8996  -0.0930
C: 0.7069 -2.9130 -0.1386  -0.0609
C: -3.5393 0.6138 0.5842  -0.7571
N: 0.5277 0.8519 -0.1714  -0.3053
O: -0.7795 -0.9464 -1.5229  -0.3423
O: 0.5655 -1.6096 0.4789  -0.3452
P: -0.3842 -0.5334 -0.1527  0.2677
Cl: -2.1749 -0.9007 0.9236  0.5746
Cl: -2.6683 1.4767 -0.6162  0.4810
H: -0.3504 2.0317 -1.6558  0.0073
H: 0.2369 2.9265 -0.3493  0.1115
H: 1.2899 2.1533 -1.6005  0.0744
H: 2.1071 -0.2672 0.9994  0.1317
H: 2.3833 1.5555 0.7135  0.0797
H: 1.0619 1.1601 1.8222  0.0851
H: 0.5812 -3.7065 0.7276  0.1394
H: 1.6942 -3.0422 -0.3991  0.0487
H: 0.1594 -2.9243 -1.0676  0.0738
H: -3.4383 1.2191 1.5335  -0.0504

2.
Here is a structure of composition C24H36IrN6O5PS at a distorted geometry from the Open Molecules 2025 dataset. Energies are from ωB97M-V/def2-TZVPD.

* total charge: +2
* E_LUMO: -6.01 eV
* 2S+1: 1
* gap between HOMO and LUMO: 7.12 eV
* energy relative to the best compared isomer or geometry (same formula, charge and spin): 0.815 eV

Last column: Löwdin charge in e.
Cartesian coordinates (Å):
Ir: -0.4178 -0.4426 -0.8940  1.4267
C: -4.7817 -2.9015 5.2714  -0.0291
C: -3.6120 -2.5935 4.3820  -0.2404
C: -2.3089 -2.6627 4.8599  -0.0036
C: -1.2276 -2.3956 4.0332  -0.0253
C: -1.4646 -2.0529 2.7109  -0.2926
C: -2.7606 -1.9681 2.2062  -0.0444
C: -3.8218 -2.2305 3.0447  -0.0233
S: -0.1211 -1.7178 1.6600  0.6478
O: -0.3050 -2.4367 0.3892  -0.3511
O: 1.1024 -1.8437 2.3768  -0.2351
N: -0.3087 -0.2277 1.0586  -0.2343
C: -0.2048 1.0456 1.5845  -0.2415
C: -0.0692 1.4012 2.8994  0.0265
C: -0.0551 2.7695 3.2489  -0.0291
C: -0.1956 3.7465 2.3019  -0.0095
C: -0.3022 3.3920 0.9373  -0.1427
C: -0.4252 4.3214 -0.1195  0.0388
C: -0.4929 3.8771 -1.4115  -0.0117
C: -0.4380 2.4995 -1.6704  -0.0959
N: -0.3260 1.6099 -0.7074  -0.0378
C: -0.2771 2.0305 0.5954  -0.1702
H: -4.4820 -2.9720 6.3143  0.0857
H: -5.2359 -3.8512 4.9831  0.0962
H: -5.5504 -2.1335 5.1805  0.0896
H: -2.1327 -2.9225 5.8957  0.1273
H: -0.2091 -2.4622 4.3926  0.1236
H: -2.9064 -1.6980 1.1691  0.0878
H: -4.8400 -2.1493 2.6814  0.1149
H: 0.0262 0.6277 3.6505  0.1222
H: 0.0524 3.0440 4.2893  0.1226
H: -0.2203 4.7928 2.5752  0.1265
H: -0.4753 5.3796 0.1052  0.1371
H: -0.5848 4.5663 -2.2385  0.1233
H: -0.4891 2.1230 -2.6811  0.1076
C: 3.1642 1.4702 -3.9509  -0.0776
N: 2.1608 0.7882 -3.1275  -0.2970
C: 1.0100 0.3295 -3.9012  -0.0973
P: 2.6594 -0.0549 -1.7918  0.5829
O: 1.4920 -0.8711 -1.2239  -0.4139
N: 3.3507 1.0702 -0.8254  -0.2833
C: 2.9371 2.4706 -0.7676  -0.0763
C: 3.8843 0.5742 0.4558  -0.0622
N: 3.8632 -1.1122 -2.0669  -0.2930
C: 5.2166 -0.6824 -2.4231  -0.0788
C: 3.5821 -2.5250 -2.3547  -0.0627
H: 2.7173 2.3607 -4.3957  0.0970
H: 3.5334 0.8298 -4.7559  0.0974
H: 4.0050 1.7829 -3.3364  0.0784
H: 0.5891 1.1728 -4.4516  0.0930
H: 0.2300 -0.0674 -3.2443  0.0376
H: 1.2705 -0.4498 -4.6230  0.1036
H: 2.3157 2.7225 -1.6209  0.0630
H: 3.8205 3.1113 -0.7803  0.1027
H: 2.3783 2.6726 0.1496  0.0826
H: 4.1508 -0.4762 0.3715  0.0877
H: 3.1446 0.6796 1.2537  0.0866
H: 4.7779 1.1394 0.7207  0.0990
H: 5.4117 0.3153 -2.0403  0.0771
H: 5.3705 -0.6896 -3.5046  0.0908
H: 5.9344 -1.3704 -1.9754  0.0971
H: 2.5937 -2.7884 -1.9924  0.0742
H: 4.3168 -3.1476 -1.8440  0.0957
H: 3.6477 -2.7322 -3.4257  0.0927
N: -5.0942 -2.0338 -1.6666  0.2019
C: -4.7047 -0.6901 -1.1266  -0.0227
C: -3.1738 -0.6335 -1.1747  -0.6692
O: -2.5680 0.3391 -0.6570  -0.0415
O: -2.6015 -1.5830 -1.7369  -0.0380
H: -5.7437 -1.9954 -2.4499  0.1763
H: -5.4675 -2.6597 -0.9545  0.1745
H: -4.1539 -2.3959 -1.9810  0.1473
H: -5.0514 -0.5409 -0.1075  0.1405
H: -5.1092 0.1057 -1.7481  0.1478